{
  "formula": "C36H42As2Cl2GeN3O9Pd",
  "method": "ωB97M-V/def2-TZVPD",
  "elements": ["C", "C", "N", "C", "C", "H", "H", "H", "As", "C", "C", "H", "H", "H", "H", "C", "H", "H", "C", "H", "H", "H", "H", "H", "H", "O", "H", "C", "C", "C", "C", "C", "H", "C", "H", "C", "O", "H", "H", "H", "C", "C", "Ge", "C", "C", "As", "C", "C", "C", "H", "O", "O", "C", "H", "H", "C", "O", "H", "O", "H", "H", "N", "C", "C", "C", "H", "O", "H", "O", "C", "C", "H", "H", "C", "H", "H", "C", "H", "C", "H", "H", "Cl", "H", "C", "H", "H", "N", "Cl", "H", "C", "C", "O", "Pd", "H", "C", "H"],
  "xyz": [[-2.22112, 3.60741, -2.49702], [3.15309, -0.79542, 5.96032], [3.33934, -1.21016, 0.20618], [1.78722, 5.48977, 4.79136], [1.32652, -1.51777, 1.21787], [4.79808, -1.60502, -1.25026], [2.19813, 1.76082, -0.39481], [-6.00691, -0.64583, 1.58933], [-3.98402, 3.55111, 1.42636], [-0.37756, 4.43751, 4.58726], [-2.58697, 3.51682, 4.24906], [-4.26578, -0.44917, -1.27530], [-5.84151, 4.01663, -0.74351], [0.29749, 2.07564, -3.84742], [-5.24813, 4.26824, -2.43002], [0.04804, 5.21126, 1.02986], [-2.28097, -0.77529, 4.04628], [-0.02052, 2.00344, -2.08150], [4.31008, -0.71765, 5.20568], [3.00627, 0.47480, 2.33339], [-6.50334, 5.33004, -1.75109], [-5.03533, -1.68576, 2.64220], [-0.04359, 6.34923, 5.46826], [-3.00489, 5.79769, 2.30473], [5.26945, -0.43249, 0.00450], [-2.54897, 6.07270, -0.46438], [-0.95298, -1.79306, 4.59619], [-0.56892, 2.19067, 3.67213], [-1.28990, -0.76288, 4.50416], [-5.60733, 4.75794, -1.52251], [0.42133, 5.50284, 4.98893], [2.62873, -2.23022, 0.94056], [2.39103, 6.32704, 5.10279], [3.03125, 0.07174, 3.33505], [-5.28856, -2.15557, 0.94004], [-3.23148, 3.87150, -0.34551], [-3.97498, -0.64200, 1.19693], [-1.02477, -4.00300, 0.00950], [-1.36580, -0.31902, 5.49572], [-2.21375, 5.30179, 5.30877], [4.24775, -0.27505, 3.89490], [-1.07062, 3.15606, 1.33457], [0.01381, 0.32307, 3.41758], [-2.03188, 2.36755, 3.49214], [1.63753, 3.29284, 3.83086], [-2.28784, 1.11166, -0.66387], [-0.47434, 2.00359, -3.08143], [-2.55505, 3.04066, -1.13992], [-5.15286, -1.32295, 1.62143], [1.03358, -0.56608, 5.97633], [-0.25369, 2.53372, 0.67083], [-2.85952, 4.56437, -2.86492], [4.71792, -1.35246, -0.19040], [2.09951, 2.43456, 3.36519], [3.13910, -2.49982, 1.87000], [-2.28450, 2.50853, 1.94008], [0.41500, -1.92072, 1.93763], [-4.58756, 6.00613, 1.53013], [-1.29071, 3.13170, -3.30430], [-3.66355, 3.50638, 4.37381], [3.18704, -1.10685, 6.99195], [1.32630, -0.32505, 0.61347], [-1.80143, 4.47047, 4.75940], [-1.83271, -3.27348, -0.00304], [-3.99354, 5.36352, 2.18533], [0.86877, 5.25483, 1.74621], [-1.01909, 4.44042, 1.57719], [-4.85740, 1.17257, -0.81988], [-4.64933, 5.70244, -1.07667], [1.93279, -0.49566, 5.38414], [1.85928, -0.06469, 4.06621], [5.15255, -0.20533, 3.30732], [2.46333, -3.14090, 0.35503], [-3.44350, 5.31365, -0.72973], [5.16645, -2.15292, 0.39727], [-0.36589, 6.19916, 0.84460], [2.39138, 4.37620, 4.19941], [-1.04660, 1.07260, -3.23176], [-3.74697, 0.53964, 1.79745], [3.79499, 1.22105, -0.83464], [5.25992, -0.98224, 5.64178], [-2.20952, -2.77425, 1.64586], [3.45748, 4.36925, 4.03900], [2.54878, -0.14196, 0.07322], [0.38843, 4.77115, 0.09264], [-4.11478, 0.89402, -2.41444], [2.88810, 1.02843, -0.44515], [-1.27378, -1.82574, -0.86366], [-4.50537, 5.32225, 3.14721], [-2.59256, 1.23586, 1.25819], [0.23617, 3.28043, 4.00578], [-4.46277, 0.98487, 2.67888], [-1.10605, -0.24890, 1.31670], [-2.72788, -3.66235, -0.48609], [-4.08087, 0.61998, -1.35581], [-2.58091, 1.47217, 3.80638]],
  "s_squared": 0.762,
  "largest_force_ev_per_a": 2.0,
  "homo_energy_ev": [-12.76, -13.05],
  "lumo_energy_ha": [-0.282, -0.284],
  "e_tot_ha": -9834.55060,
  "spin_multiplicity": 2,
  "total_charge": 2,
  "mol_weight_da": 1060.5,
  "relative_energy_kcal_mol": 30.8
}

{
  "formula": "C36H42AsCrN4O2Si2",
  "method": "ωB97M-V/def2-TZVPD",
  "elements": ["C", "H", "C", "C", "H", "H", "H", "H", "H", "H", "C", "C", "H", "H", "N", "C", "C", "H", "H", "C", "H", "C", "H", "C", "H", "H", "H", "C", "C", "C", "H", "H", "C", "O", "C", "C", "C", "H", "H", "C", "C", "C", "H", "H", "H", "H", "H", "H", "H", "O", "H", "C", "Si", "H", "C", "H", "H", "Cr", "N", "C", "N", "H", "H", "C", "C", "C", "C", "C", "H", "H", "H", "N", "C", "C", "H", "C", "H", "Si", "C", "C", "C", "H", "H", "H", "As", "C", "H", "C"],
  "xyz": [[3.49574, 0.79524, -3.17563], [4.01817, -2.60131, -2.35091], [0.39421, -3.87681, -1.26281], [0.37919, 6.34048, 3.22480], [2.45028, 2.54935, -0.62431], [0.16881, -2.06191, -4.08762], [0.74243, 2.78479, -1.04006], [1.89244, -1.87148, -4.42080], [1.30532, 4.12468, 0.83048], [3.41290, -4.25647, -2.49075], [-0.11956, -2.09714, 3.06679], [-3.82106, -2.75929, 3.53209], [-2.71265, 1.13208, -1.78291], [0.83911, 1.99366, -4.51338], [-0.69908, 1.40305, 1.51289], [-0.60875, 5.59623, 3.85760], [3.29790, -3.31567, -1.94560], [3.74556, 1.59749, -3.87444], [-5.19189, -0.41945, -2.12901], [-2.77259, -0.07380, -4.13895], [-2.60350, -0.32911, -6.25894], [1.15278, -2.49828, -3.91598], [3.31944, 3.67894, 3.71112], [0.77618, 4.54914, 1.67254], [-2.09866, -3.32739, 4.71304], [-5.31673, -2.04147, 2.14025], [3.56792, -3.49299, -0.90203], [-2.49677, -2.20241, -5.21991], [-4.26723, -2.10505, 2.38893], [-0.49239, 2.47578, 1.86489], [-4.53686, -3.22330, 4.19718], [0.52273, -4.87961, -1.67838], [-2.62498, -0.82395, -5.29701], [0.52023, -2.62132, 4.09794], [-3.52666, -0.83211, 0.28756], [-2.46446, -2.82349, 3.82989], [1.78780, 0.68170, 4.02035], [-5.04835, 1.12176, -1.24088], [2.45191, -3.26935, 3.71864], [-2.65952, -2.07901, -2.82517], [-3.10163, 0.11983, -1.66948], [1.06695, 5.82076, 2.13604], [-2.67032, -2.57359, -1.86107], [1.08095, 0.16623, 4.66707], [-0.65057, -3.58670, -1.38940], [1.18173, -3.48549, -4.38596], [0.61238, 7.33465, 3.58238], [4.28374, 2.53249, 1.74548], [-2.39807, -3.90345, -3.91460], [-4.76025, -0.59294, -0.12031], [2.00288, 3.49129, -2.06787], [-3.30927, -1.53833, 1.56472], [1.55118, -2.63806, -2.08873], [-2.37558, -2.78773, -6.12165], [2.33628, 0.02560, 2.92085], [2.31247, -1.83209, 4.76166], [-0.45209, 1.38459, -3.46656], [-0.60287, -0.69238, 0.55069], [-2.53632, -0.45624, -0.43278], [2.13978, 1.98934, 4.30981], [0.53821, -1.46134, 2.17564], [4.25100, 0.77614, -2.38772], [1.71902, 2.48747, 5.17358], [-4.62600, 0.12991, -1.38227], [3.23108, 0.69878, 2.10097], [-0.21337, 3.80814, 2.31548], [-0.91136, 4.32387, 3.40560], [-2.51132, -2.82903, -3.98110], [2.56211, -1.79525, 1.81773], [-1.14274, 6.00961, 4.70219], [3.56295, -0.15042, -3.71896], [-2.01645, -1.59584, 1.85325], [3.03918, 2.65752, 3.48645], [1.94465, -1.40283, 2.62419], [-1.67574, 3.73064, 3.88938], [-2.79105, -0.69770, -2.89917], [-2.86916, 1.00431, -4.20532], [1.78208, 1.02245, -2.44234], [3.58001, 2.01420, 2.38417], [1.74207, 2.62601, -1.45414], [1.93908, -2.32267, 3.86809], [1.83300, 6.40706, 1.64701], [0.60448, -3.92873, -0.18987], [0.49476, 0.25908, -4.43369], [1.44213, -0.65441, -0.90031], [-1.58686, -2.21071, 2.95170], [3.63851, 0.19686, 1.23371], [0.54902, 1.17687, -3.84608]],
  "s_squared": 6.032,
  "largest_force_ev_per_a": 0.2,
  "homo_energy_ev": [-8.85, -8.96],
  "lumo_energy_ha": [-0.125, -0.132],
  "e_tot_ha": -5625.70551,
  "spin_multiplicity": 5,
  "total_charge": 1,
  "mol_weight_da": 745.8,
  "relative_energy_kcal_mol": 0.0
}

{
  "formula": "C36H42AsGeO2PtS2",
  "method": "ωB97M-V/def2-TZVPD",
  "elements": ["H", "H", "H", "H", "C", "C", "C", "H", "C", "C", "C", "C", "C", "C", "H", "H", "S", "C", "C", "H", "H", "C", "H", "C", "H", "H", "S", "C", "H", "H", "H", "C", "C", "C", "O", "H", "H", "H", "H", "H", "C", "C", "H", "C", "H", "H", "H", "C", "C", "C", "H", "H", "C", "H", "H", "C", "H", "O", "H", "C", "C", "C", "H", "H", "H", "H", "C", "C", "C", "Ge", "As", "H", "C", "H", "H", "H", "Pt", "C", "C", "C", "H", "C", "H", "H", "H"],
  "xyz": [[-2.91066, -0.97425, 4.65845], [-2.79561, 3.28692, -2.07013], [3.76039, 0.55233, -1.82436], [1.55907, 6.01006, -2.31262], [-4.26504, 2.06084, -3.00862], [2.27002, 2.54348, -5.24905], [-2.32039, 1.18381, -1.86416], [-2.14615, -0.95873, -1.88294], [3.53783, 1.47333, -1.28963], [-1.41179, -4.07677, -2.03747], [-4.61610, -0.48096, 3.44615], [1.25714, -3.65254, 1.06681], [-1.14894, -5.00324, -3.03765], [0.89727, 2.28186, -3.24122], [1.05788, -5.11200, -0.56430], [-5.57042, 0.60876, -3.89451], [-0.72577, -1.22915, 2.90801], [-2.72990, -0.10367, -2.19046], [1.69114, 3.09992, -4.08086], [1.90984, 3.52939, 0.58544], [-0.44608, -4.82860, 0.31228], [-2.69369, -3.83607, -1.56387], [-5.29908, -0.46007, 4.28399], [-4.66494, 0.77070, -3.32530], [3.28757, 2.96624, 1.56198], [1.48084, -2.61377, 0.79921], [-0.02887, -3.20289, -1.36050], [1.38928, 4.97449, -2.57390], [3.78671, -0.93395, 0.78996], [4.45977, 1.91254, -0.90843], [-2.18025, -0.55311, 0.44415], [0.46612, -4.35303, -0.04995], [2.28217, 2.72623, 1.21771], [2.07559, 1.23159, -5.56960], [0.19139, -0.50257, 1.92178], [0.35473, -4.73391, 2.67886], [0.22086, 4.58552, -0.80791], [4.32862, 0.48491, 1.70922], [-4.32029, -6.07077, -3.51749], [-4.85524, 2.90902, -3.32848], [0.53013, -3.68841, 2.41546], [-3.74104, -4.56308, -2.10992], [-1.44903, -3.38311, 3.24998], [-3.89376, -0.30881, -2.91948], [-1.90194, 2.04351, 1.35766], [1.18601, -3.29397, 3.19502], [2.87331, 3.18069, -5.88358], [-3.09713, 2.26646, -2.28786], [-3.27751, -0.77922, 3.65789], [0.37205, 2.83979, -2.03566], [-1.72523, 3.59582, 0.53525], [2.84104, -0.36839, 2.19342], [-3.49726, -5.50785, -3.09878], [-6.11086, 0.06299, 2.01281], [-2.87051, -3.09260, -0.79704], [3.45649, -0.06043, 1.34999], [-1.37770, -3.04684, 1.51717], [-0.67011, -2.03207, -0.57728], [-4.75029, -4.39137, -1.76052], [1.91198, 4.45418, -3.72169], [0.62047, 4.15351, -1.71970], [-1.21446, 2.66298, 0.78612], [1.10586, -0.61808, -5.01577], [3.04503, 2.17451, -1.95729], [-2.02469, -6.45855, -4.33909], [0.05505, 0.29174, -3.01078], [1.27520, 0.41525, -4.74174], [-2.41654, -0.80212, 2.56871], [-4.19366, -0.20033, 1.08812], [-0.74995, 1.78650, -0.87934], [2.39931, 1.09197, 0.21160], [1.63318, 2.58262, 2.07954], [-5.06984, -0.18644, 2.16754], [2.22254, -4.14506, 1.17843], [-4.19305, -1.31771, -3.17545], [-4.54234, 0.03460, 0.09029], [0.53310, -0.30356, -0.23863], [-0.82143, -2.97788, 2.45203], [-2.85978, -0.51938, 1.28539], [0.69988, 0.92740, -3.61344], [2.51177, 5.07233, -4.37832], [-2.20712, -5.72969, -3.56181], [-0.14271, -5.15300, -3.41045], [2.52210, 0.81632, -6.46262], [-0.34508, 2.90086, 1.39349]],
  "s_squared": 0.754,
  "largest_force_ev_per_a": 0.3,
  "homo_energy_ev": [-13.06, -13.05],
  "lumo_energy_ha": [-0.225, -0.260],
  "e_tot_ha": -6775.33150,
  "spin_multiplicity": 2,
  "total_charge": 2,
  "mol_weight_da": 913.5,
  "relative_energy_kcal_mol": 6.0
}